ORCA calculation (wB97M-V/def2-TZVPD) on a cluster of 3 separate species, C20H47ClN2O3P in total at a distorted geometry.

The geometry in ORCA input format:
```
! wB97M-V def2-TZVPD RIJCOSX def2/J DEFGRID3
* xyz -1 1
Cl -5.17180 -2.72941 -4.69088
H 2.05251 3.76795 3.30351
C 1.36174 2.96166 3.04306
C 7.50467 2.98445 1.92438
H -0.19980 1.94970 0.14938
P -3.46698 -3.09966 -3.23773
H -0.00749 -1.49821 1.61386
C 7.10650 4.30428 2.59511
C 7.46375 5.86427 0.76863
N 6.54135 5.35306 1.76532
C -0.15549 1.11949 0.85866
H -5.40386 -7.04411 -2.13945
N 1.20712 1.03299 1.36531
H -1.44997 -2.13740 -0.27622
H 4.58833 4.78066 2.15624
H 4.74706 6.11026 1.06012
H 0.94978 0.09262 3.26587
H 3.94236 4.32919 -0.26586
H 7.99422 4.72035 3.08328
C 1.46118 -0.04927 2.29916
H 7.77281 7.56449 -0.51265
C 1.82783 2.28406 1.74736
H 1.53960 -1.57486 0.76617
C -5.54058 -5.95624 -2.01313
H 1.71831 2.99215 0.92046
H -1.35518 2.25929 2.30003
H -7.84255 -5.44404 -4.24663
C -8.49984 -5.71832 -2.24571
H -0.34736 0.22940 0.25594
H 7.67669 5.13318 -0.02769
H -2.69975 -3.39050 -4.40052
H -6.09591 -5.79276 -1.08065
C -8.73536 -4.21530 -2.09361
C -1.56291 -2.12187 -1.36162
H 1.34063 2.26555 3.88249
H 5.63989 4.42032 -0.71256
H -5.26159 -3.99754 -0.36767
H -3.46551 -5.96645 -1.43265
C 6.98803 7.15974 0.12811
H 2.90586 2.10191 1.83072
H -1.20062 0.54192 2.69369
H -1.29123 -4.09704 -2.12543
O -3.79043 -4.78104 -3.12063
C -1.90488 -3.19083 -2.11548
H -1.46353 -1.15337 -1.85387
H 6.75267 7.90360 0.89059
H 6.63719 2.38832 1.64461
H 8.09485 2.38500 2.62077
H 1.39417 -2.20042 2.41198
C -7.47891 -5.96904 -3.35797
H -7.43317 -7.03497 -3.63309
H 6.40297 4.09373 3.40540
H -2.24597 1.05902 1.37842
H 8.41603 6.05787 1.27060
H -3.27828 -1.69222 -3.29221
H 2.53366 -0.05253 2.51770
O -4.50173 -2.88092 -1.87520
H 6.10495 7.01032 -0.49388
C 1.07111 -1.40666 1.73612
H 5.06952 3.15427 0.38307
H -7.81968 -3.64477 -2.25610
H -9.12500 -3.95518 -1.10682
C -4.16261 -5.23517 -1.85264
C -1.29459 1.25736 1.87500
H 0.37364 3.40813 2.93851
C 4.95878 4.20287 0.11164
H -3.53782 -3.83617 -0.29673
C -4.37133 -3.95827 -1.00628
H 8.11456 3.14591 1.03466
C 5.17818 5.13654 1.30740
H -8.16299 -6.17659 -1.31479
O -6.21012 -5.42933 -3.11944
H -9.47305 -3.88000 -2.82549
H -9.42458 -6.21544 -2.55206
*
```

Its LUMO energy is 0.07724 Eh. The HOMO-LUMO gap comes out at 6.086 eV. The energy above the lowest of the compared OMol25 structures with the same formula, charge and spin comes out at 0.0 kJ/mol.

Mulliken atomic charge list, values in e, 6 entries:
1. Cl -0.50
2. H 0.42
3. C -1.10
4. C -0.93
5. H 0.36
6. P 0.21

---

ORCA calculation (wB97M-V/def2-TZVPD) on a cluster of 5 separate species, C20H47FINO14S4 in total at a distorted geometry.

The geometry in ORCA input format:
```
! wB97M-V def2-TZVPD RIJCOSX def2/J DEFGRID3
* xyz 0 1
H -9.06530 3.68952 -5.70861
H 4.14994 0.12295 -0.79843
C 0.52781 -1.29565 1.33112
H -2.35713 4.41963 0.35146
H 3.29001 -2.46035 -1.07338
C 4.42039 -1.92956 -5.25349
H -1.70485 -4.98314 2.87558
C -8.19615 2.80915 -3.95518
C -1.34504 -4.25122 3.59476
C 6.90886 1.00211 -4.58382
H 2.90462 -2.85985 0.43453
H 3.84788 -2.66798 -4.69656
C 8.17668 0.58727 -3.86498
N 2.55658 -2.36999 -0.38003
H -0.97340 0.31519 2.86701
H -0.04390 1.84208 2.82459
O 0.16857 -2.40891 1.63266
S -1.50958 -4.97293 5.18751
H 3.72194 -0.72325 2.92982
C 3.82605 -0.30599 0.13056
H -1.94646 -3.34862 3.55055
H 7.95679 0.03061 -2.95562
O -0.82122 -3.79824 6.01550
O -2.08401 3.49728 2.19657
I -1.77155 0.31512 -2.93679
O -1.46484 1.86855 0.43855
C -0.95268 -3.82810 7.45194
O 6.16378 -0.12320 -5.10564
C 3.97713 0.65331 1.30257
C -8.07348 3.46099 -5.31805
H -3.95834 2.90379 -1.73266
H -8.81601 1.91774 -4.01886
O -0.69103 -6.14260 5.26602
H -7.56151 2.79728 -6.01422
H -0.38230 -5.88165 7.83516
C -2.68408 4.53186 1.38741
O 4.47264 -0.16486 -3.32769
H -0.66125 -2.83296 7.78129
H 0.96458 -4.75271 7.78800
H 8.78694 -0.05073 -4.50341
C -0.63341 -1.14923 -1.85686
H -7.50498 4.38781 -5.26700
H -1.43766 1.65889 3.93896
H -4.46954 4.62476 2.57672
H 1.26170 -2.00653 -2.29563
C -0.07096 -4.87423 8.10468
H 5.10819 -2.42254 -5.93454
F 5.63249 -0.69883 2.32340
H -0.12482 -4.77847 9.18942
H 8.75200 1.47197 -3.59263
O -3.40668 1.41586 1.92451
C 0.86014 -1.01588 -2.14106
O -2.88894 -5.03930 5.56334
H -4.59785 5.41865 0.99566
H 4.64172 0.71934 3.33784
H -2.26464 5.46264 1.76145
H 2.30558 0.46529 -1.65466
H 6.25968 1.59790 -3.94066
H -4.44628 1.61205 -2.84535
O -6.93051 2.34524 -3.43781
O -6.59411 4.22818 -1.90611
H 0.92761 0.46460 -0.62135
O 1.82114 -0.89548 1.26711
S -2.11227 1.98392 1.71658
H -2.00191 -3.96821 7.71663
H -0.98475 -2.11494 -2.17157
H 3.08389 1.22676 1.50797
O -5.25628 4.06902 -3.98240
H -4.64750 3.66728 1.12095
H 4.74147 1.38085 1.04563
H -5.29743 1.81019 -1.28887
S -5.91364 3.43300 -2.88344
C -4.18885 4.56130 1.52540
C 4.45274 -0.01189 2.56164
O 6.24409 -1.90012 -3.39698
C -1.02412 1.39652 2.96945
C 2.42649 -0.96138 -0.04302
H 7.14937 1.60558 -5.45572
S 5.35293 -1.01443 -4.07697
H -0.19197 -0.49568 1.12442
H 4.51351 -1.12006 0.31849
H 0.95305 -0.50325 -3.08731
H -8.65908 3.48066 -3.23052
C 1.63877 -0.18669 -1.11762
H -0.29880 -4.03338 3.41143
C -4.79492 2.31841 -2.10675
H -0.89842 -0.97554 -0.82912
H 3.75670 -1.25252 -5.78347
*
```

Its LUMO energy is 0.01108 Eh. Its SMILES is N[C@@](CCCF)(CCCI)OC=O.CCOS(C)(=O)=O.CCOS(C)(=O)=O.CCOS(C)(=O)=O.CCOS(C)(=O)=O. The HOMO-LUMO gap comes out at 9.621 eV.

Mulliken atomic charge list, values in e, 6 entries:
1. H 0.38
2. H 0.15
3. C 0.12
4. H 0.29
5. H 0.23
6. C -1.03

---

ORCA calculation (wB97M-V/def2-TZVPD) on a structure of composition C20H48N7O11S2.

The geometry in ORCA input format:
```
! wB97M-V def2-TZVPD RIJCOSX def2/J DEFGRID3
* xyz -1 1
N 0.31421 4.77593 0.15957
C 0.26943 0.78089 -0.20421
C 0.46173 5.51053 1.42350
O 3.29598 4.72193 1.34658
H 1.11834 6.38160 1.32191
C -2.43172 0.33464 -1.22288
N 2.34975 -7.74332 -0.75483
O 0.47092 -7.24888 -1.86750
H -4.16062 -2.45485 -4.13304
H 7.27486 7.29978 2.31518
H -0.28701 5.31009 -0.45910
O -2.68269 2.70514 -1.06791
H -2.41250 -0.30367 -0.33886
H -2.91482 -4.67342 -1.86454
H 5.55132 3.49118 1.44384
C 1.43624 -6.85226 -1.22544
N -4.30469 6.63651 0.50138
C -3.28939 7.20881 1.20185
C -2.02929 -8.88432 -0.98355
N -0.69110 1.84789 -0.42833
O -0.42402 -2.85062 -2.20836
O 7.12851 5.47348 0.54685
H -1.87772 -5.43338 -3.08836
O 4.64691 2.72524 5.23823
H -1.22510 -5.07854 -1.48652
H 7.64350 5.90323 3.36578
H -4.09171 7.21307 3.20704
H -3.63408 -4.12978 -3.96708
H -3.95890 -10.06705 -2.86657
C -1.89812 -4.72381 -2.26021
C -5.71104 6.60498 0.82813
C -3.63455 7.90573 2.49936
H 1.27074 5.27159 3.39910
S 2.49275 3.77637 2.11538
C -3.33891 -3.14739 -4.32452
H -0.54158 5.86129 1.65604
H -4.32549 8.73351 2.33284
O 4.79523 1.78269 2.95628
C 6.14505 4.05098 2.16504
H 0.26287 3.89880 2.88795
H -1.80646 -0.13067 -1.98626
H 1.21756 4.68923 -0.29770
C -4.65902 -9.58704 -2.18172
H 6.07933 6.70223 3.47812
H -3.45298 0.40950 -1.58801
H 2.14131 -8.70054 -0.99154
H -3.99726 6.15957 -0.33336
C 6.28438 5.49163 1.71404
H 6.64088 5.88229 -0.17177
H -5.65011 -9.58386 -2.62525
H 1.17033 0.95131 -0.79378
O 5.51317 4.05885 3.44334
H -0.37929 2.79085 -0.19599
H -2.36158 -9.89855 -1.18590
H -2.71107 8.28961 2.92203
H -5.89027 7.14091 1.75560
H -1.11786 -8.67314 -1.53933
H 5.28684 5.84638 1.43813
H 4.43748 -7.81484 -0.51535
N 3.06027 3.51553 3.56969
C -1.94409 1.73663 -0.89895
H 0.89724 -4.78561 -1.37582
H 3.50998 -7.97976 0.98292
H -1.81576 -8.79570 0.08386
H -6.30882 7.07453 0.04388
C 6.86561 6.40286 2.78395
H 1.69597 -5.21051 0.14756
H -3.18725 -3.20648 -5.40404
H -6.06108 5.57874 0.95523
H -2.84728 -6.95164 -1.22169
C -4.26582 -8.14852 -1.92001
N -2.13202 -2.71525 -3.65488
O -5.01197 -7.22199 -2.20282
H -1.74664 -1.81346 -3.89047
H 3.64335 -6.41014 0.19337
C 3.54601 -7.47591 0.01543
H 2.63519 -5.06977 -1.34009
H -4.68032 -10.16370 -1.25610
H 0.57279 0.75645 0.83981
H -0.15035 -0.18179 -0.48544
H 7.13544 3.59073 2.24996
O 2.12569 2.57660 1.39262
O -2.14301 7.13794 0.79648
C 1.67831 -5.39293 -0.92782
C -1.42018 -3.36157 -2.69762
C 0.99098 4.63920 2.55642
N -3.05131 -7.92825 -1.36659
S 4.47503 2.88178 3.82752
*
```

Its LUMO energy is 0.06877 Eh. The HOMO-LUMO gap comes out at 7.604 eV.

Mulliken atomic charge list, values in e, 6 entries:
1. N -0.58
2. C -0.86
3. C -0.20
4. O -0.71
5. H 0.28
6. C -1.21

---

ORCA calculation (wB97M-V/def2-TZVPD) on a structure of composition C20H48O16SrV2 at a distorted geometry.

The geometry in ORCA input format:
```
! wB97M-V def2-TZVPD RIJCOSX def2/J DEFGRID3
* xyz 0 1
H -1.64508 1.93593 4.22231
O 1.27191 0.45125 3.45666
C -0.91773 1.52393 3.51683
H -1.48326 -3.13872 2.94719
H -1.34934 0.60090 3.13542
H 2.23543 -1.81100 -3.77054
H 0.45381 3.09993 5.35132
H 3.70344 -2.91535 4.53397
H -0.40414 -4.02111 1.82482
C -2.73694 -3.50412 0.43552
C -3.61524 1.47373 -4.16342
H 3.05246 -4.73718 -1.45903
H -0.02067 -2.37492 2.31557
H -2.29591 -1.56109 -3.15091
O -0.82473 -2.19649 -0.22537
H -5.10023 4.36728 0.81223
H -0.76300 2.28554 2.74807
H -1.61602 4.71740 -0.55703
C -3.11415 -0.85193 -3.26709
H 2.02549 2.29203 5.23052
H -2.67147 3.82861 1.36317
H 0.72466 -3.82560 -2.13465
C 0.39613 1.27097 4.24296
H -4.16715 1.81365 -3.28352
H 4.89067 -3.91759 2.12016
O 0.76416 0.77968 -4.01231
O 2.84143 1.54770 -2.54966
H -2.30059 -4.43808 0.07565
C 1.45392 -2.56881 -3.67596
H -1.70881 2.30448 -0.05230
O 1.40603 1.30931 0.74268
O 2.87591 3.61350 1.36813
C -2.69488 4.55448 -0.60352
H -4.92476 2.65683 1.24822
C -3.15537 3.52809 0.42599
H -3.35339 -3.75629 1.30314
O 1.07705 4.86663 0.11543
C 0.49173 1.05556 -0.11619
H -2.15421 -1.60175 1.16617
Sr 3.21688 -0.03596 -0.54420
O -1.76043 1.04808 -2.70111
C -2.55339 0.48276 -3.75135
H 5.14407 -2.44191 1.17930
H -4.33311 1.05454 -4.87446
O 2.51504 3.63164 -2.06606
H 0.17326 0.68346 5.13889
H 3.84534 -3.58493 0.76623
V 1.96483 3.57975 0.03298
C 4.38337 -3.11119 1.59247
H -3.17559 5.52629 -0.47307
H 2.58735 -3.18310 2.62736
H 2.61041 -5.05852 -3.08334
O -2.66925 2.22951 0.05409
H -0.83764 -1.24833 -0.39214
H -2.92244 4.20882 -1.61644
H -3.85882 -1.21870 -3.97639
O 2.78513 -1.32371 1.76879
C 1.11184 2.52915 4.68861
H 1.98909 -1.08085 2.26940
C 3.36485 -2.42187 2.47617
O 0.00380 2.14951 -0.65350
H -5.09569 3.07765 -0.42049
H 3.12404 -1.30540 4.25077
C 3.37857 2.65312 -2.10355
H -3.64479 -0.75933 -2.31433
H -2.26929 1.16286 -1.88458
H -3.21398 2.34092 -4.68932
C 3.82978 -2.05313 3.87730
C -4.65017 3.42098 0.51456
C 2.82408 -4.23009 -2.39944
O 4.01306 2.45532 -1.00204
H 1.36110 3.20326 3.86381
H -3.36259 -3.06257 -0.33492
V 0.46543 1.76566 -2.79715
H 1.50627 0.95656 2.66365
C -0.84234 -3.04972 2.07046
O 1.86004 -2.30675 -1.29677
C -1.66175 -2.54690 0.90542
H 1.54146 -3.30903 -4.46870
C 1.65153 -3.28017 -2.33112
H 4.85201 -1.69005 3.96158
O -0.07336 3.14130 -3.37887
O 0.73150 0.21631 -1.04014
H 0.50314 -2.04186 -3.70544
H 3.72714 -3.75798 -2.79553
H 1.08513 -2.35046 -0.71177
H -1.87208 0.27766 -4.57624
*
```

Its LUMO energy is -0.02876 Eh. The HOMO-LUMO gap comes out at 8.589 eV.

Mulliken atomic charge list, values in e, 6 entries:
1. H 0.54
2. O -0.27
3. C -0.95
4. H 0.48
5. H 0.14
6. H 0.23

---

| no. | electronic energy (Eh) |
| --- | --- |
| 1 | -1926.92000 |
| 2 | -3888.60657 |
| 3 | -2798.31345 |
| 4 | -3913.60216 |